Here is a structure of composition C40H33BaF3N8Se from the Open Molecules 2025 dataset. Energies are from ωB97M-V with the def2-TZVPD basis set.

XYZ file:
```
86
Properties=species:S:1:pos:R:3:lowdin_charge:R:1
Ba -0.878 1.092 1.135 1.82
Se 1.869 0.660 -1.519 0.82
F -4.158 -3.898 -4.039 0.14
F -2.213 -4.708 -4.460 0.15
F -2.912 -2.980 -5.532 0.15
N -1.677 2.166 -1.944 0.06
N 1.077 -0.594 2.013 -0.10
N -4.917 -0.164 -1.372 0.13
N -3.077 0.963 -0.473 -0.01
N -0.833 2.354 -0.914 -0.32
N 0.898 2.954 1.089 -0.11
N -1.114 -1.175 -1.265 0.05
N 1.994 -3.745 6.585 0.14
C -1.559 -2.130 3.828 -0.09
C 3.317 4.199 0.554 -0.04
C 1.702 3.333 2.069 -0.17
C 0.371 2.763 -1.227 -0.31
C -3.701 1.307 -2.817 -0.10
C -2.889 -3.554 -4.325 -0.59
C 5.816 1.947 -1.539 -0.10
C -0.655 -2.905 4.506 -0.06
C -4.093 0.198 -0.358 -0.17
C 2.125 -0.125 2.676 -0.15
C 3.536 1.399 -2.044 -0.65
C -0.899 -0.218 5.118 -0.07
C 0.972 -1.913 1.903 -0.15
C -2.569 0.088 3.316 -0.27
C 1.264 3.195 -0.175 -0.37
C -4.491 1.714 -5.053 -0.07
C -4.765 0.413 -2.632 -0.19
C 2.965 -2.311 3.173 -0.25
C 3.714 1.852 -3.348 -0.14
C -2.438 -3.042 -1.925 0.01
C 2.466 3.855 -0.472 -0.03
C 3.089 -0.927 3.257 -0.01
C -0.994 -0.828 -2.534 -0.17
C -5.514 0.793 -4.877 -0.07
C 5.993 2.399 -2.838 -0.10
C -5.646 0.134 -3.666 -0.02
C 4.590 1.453 -1.138 -0.15
C 0.165 -2.342 5.494 -0.27
C -2.292 -2.677 -3.259 -0.11
C -1.560 -1.547 -3.577 0.04
C -3.577 1.955 -4.043 -0.01
C -1.685 -0.746 4.071 -0.40
C -1.822 -2.252 -0.970 -0.14
C -2.765 1.511 -1.717 -0.34
C 2.927 3.936 1.864 -0.05
C -0.002 -0.984 5.811 -0.04
C 1.150 -3.112 6.122 -0.22
C 3.940 -3.230 3.824 -0.04
C 1.872 -2.799 2.462 -0.02
C 4.941 2.349 -3.740 -0.10
H 6.953 2.785 -3.149 0.10
H 6.641 1.977 -0.839 0.10
H -6.440 -0.580 -3.508 0.11
H -3.386 -0.463 2.858 0.00
H -1.890 -2.498 0.082 0.10
H -2.189 -2.590 3.075 0.10
H -1.419 -1.237 -4.597 0.13
H -0.403 0.052 -2.739 0.03
H 4.885 -2.727 4.014 0.08
H 0.586 -0.554 6.611 0.11
H 4.112 -4.112 3.210 0.09
H -2.761 2.651 -4.164 0.11
H -6.215 0.596 -5.675 0.11
H 1.331 3.141 3.068 0.11
H 1.730 -3.863 2.354 0.12
H -1.000 0.833 5.356 0.11
H 3.560 4.183 2.699 0.10
H -4.403 2.250 -5.983 0.10
H 0.126 -2.271 1.334 0.09
H -5.708 -0.769 -1.208 0.16
H 2.888 1.798 -4.045 0.09
H 3.530 -3.565 4.780 0.05
H 3.925 -0.480 3.773 0.11
H -3.001 -3.918 -1.644 0.12
H -4.324 -0.215 0.618 0.13
H 2.206 0.951 2.742 0.08
H -2.948 0.926 3.894 0.02
H 4.441 1.087 -0.129 0.10
H -0.565 -3.961 4.290 0.12
H 4.263 4.675 0.346 0.12
H 5.084 2.687 -4.757 0.10
H 2.718 4.059 -1.500 0.12
H 0.613 3.078 -2.244 0.11
```

electronic energy = -4708.67523 Ha
energy above the lowest of the compared OMol25 structures with the same formula, charge and spin = 35.65 kcal per mole
molecular weight = 899.042 u
largest force on an atom = 3.12 eV/Å
orbital gap = 5.58 eV
lowest unoccupied orbital energy = -0.58 eV
E_HOMO = -0.227 Eh
2S+1 = 1